Entry one
{"formula": "C3H7NO", "method": "ωB97M-V/def2-TZVPD", "elements": ["C", "N", "C", "C", "O", "H", "H", "H", "H", "H", "H", "H"], "coordinates": [[0.4544, 1.7886, 0.1708], [-0.4025, 0.6214, 0.0690], [0.0629, -0.4918, -0.5908], [-0.4335, -1.8040, -0.0193], [0.8706, -0.4273, -1.4988], [1.2283, 1.6378, 0.9370], [-0.1334, 2.6721, 0.4310], [0.9453, 1.9420, -0.7900], [-0.9978, 0.4420, 0.8633], [0.1338, -1.9840, 0.9022], [-0.2322, -2.6170, -0.7170], [-1.4958, -1.7798, 0.2427]], "smiles": "CNC(C)=O", "e_homo_ha": -0.35396, "multiplicity": 1}

Entry two
{"formula": "C3H7NO", "method": "ωB97M-V/def2-TZVPD", "elements": ["C", "N", "C", "C", "O", "H", "H", "H", "H", "H", "H", "H"], "coordinates": [[-1.0737, -0.9490, 0.1078], [-0.6563, 0.2113, -0.7057], [0.3748, 0.9456, -0.0172], [1.6867, 0.0399, -0.0919], [1.7217, -1.1153, -0.3771], [-1.3897, -0.5465, 1.0501], [-0.4204, -1.7780, 0.0782], [-2.0634, -1.3084, -0.2332], [-1.4009, 0.8520, -0.9234], [0.1958, 1.1154, 1.0865], [0.4583, 1.9533, -0.3832], [2.5671, 0.5796, 0.4090]], "smiles": "CNCC=O", "e_homo_ha": -0.33000, "multiplicity": 1}

Pick the most stable structure from those above. Pick: entry one